Entry 1:
{"formula": "C2H8S3", "method": "the ωB97M-V functional and the def2-TZVPD basis", "symbols": ["C", "S", "H", "H", "H", "H", "C", "S", "S", "H", "H", "H", "H"], "xyz": [[-1.0045, -1.4914, 3.1723], [-1.8336, -1.3866, 1.6342], [0.0780, -1.6282, 3.0341], [-1.4334, -2.2388, 3.8415], [-1.0880, -0.5577, 3.7944], [-2.5579, -0.2321, 1.7314], [-0.5537, 1.3391, -0.5960], [0.7557, 0.1445, -0.9322], [2.0562, 1.2711, -2.1745], [-1.0603, 0.7565, 0.2736], [-0.1813, 2.4300, -0.1843], [-1.3774, 1.3366, -1.2704], [1.3160, 0.5826, -3.1175]], "forces_ev_per_angstrom": [[0.66, 1.36, 2.40], [-0.94, 0.27, -1.38], [-0.46, -0.24, -0.05], [0.19, -0.31, -0.35], [0.03, -0.61, -0.88], [0.44, -0.58, 0.35], [0.17, 0.58, 3.65], [0.44, 1.05, 0.32], [-1.57, -1.58, -0.48], [0.95, 1.31, -0.90], [-0.99, -2.92, -1.28], [-0.09, 0.59, -1.25], [1.16, 1.08, -0.15]], "mol_weight_da": 128.29, "e_homo_ev": -8.846, "energy_ev": -34708.2189, "lumo_ha": 0.0217, "smiles": "CSS.CS", "gap_ev": 9.44, "largest_force_ev_per_a": 3.70}



Entry 2:
{"formula": "C11H19BeF6NO15S4", "method": "the ωB97M-V functional and the def2-TZVPD basis", "symbols": ["Be", "C", "F", "F", "F", "S", "O", "O", "O", "C", "F", "F", "F", "S", "O", "O", "O", "S", "O", "O", "O", "O", "S", "O", "O", "O", "O", "C", "C", "C", "C", "C", "C", "N", "O", "C", "C", "C", "H", "H", "H", "H", "H", "H", "H", "H", "H", "H", "H", "H", "H", "H", "H", "H", "H", "H", "H"], "xyz": [[1.3882, 0.6261, 0.3350], [1.6875, -2.0291, -4.0581], [1.6384, -2.0547, -5.3993], [0.5802, -2.6640, -3.5242], [2.7485, -2.6935, -3.4718], [1.8328, -0.1994, -3.5410], [1.5623, -0.1463, -2.0197], [3.2072, 0.1844, -3.8958], [0.8715, 0.5611, -4.3464], [-0.5215, 4.9001, -1.2789], [-0.8575, 4.4731, -0.0106], [-1.6362, 4.6479, -1.9393], [-0.1497, 6.1865, -1.4526], [0.8348, 3.6479, -1.8350], [2.0310, 4.3913, -2.1169], [0.9331, 2.6635, -0.7898], [0.4181, 3.0801, -3.0913], [2.5780, 0.8377, 3.0433], [3.9588, 0.4838, 3.0591], [2.0122, -0.3346, 2.3359], [2.1093, 1.0311, 4.3841], [2.3525, 1.9865, 2.2043], [4.4102, -0.0124, -0.1883], [3.7582, 1.2101, -0.1845], [3.5056, -0.9831, 0.2566], [4.9104, -0.1603, -1.5716], [5.4721, 0.2041, 0.7254], [0.0944, -2.5003, -0.1121], [-1.3325, -1.9884, 0.2872], [-1.6025, -2.6480, 1.7095], [-1.2859, -1.7572, 2.8456], [-1.6828, -0.2934, 2.7670], [-2.0648, 0.2727, 1.2787], [-1.1909, -0.4963, 0.3020], [-1.0846, 0.0137, -0.9896], [-3.6044, 0.1316, 1.0457], [-1.5455, 1.6782, 1.2856], [-2.4082, -2.5463, -0.6986], [0.9508, -2.0592, 0.3978], [0.3075, -2.4007, -1.1764], [0.2654, -3.4977, 0.2928], [-2.6889, -2.6500, 1.7975], [-1.1913, -3.6569, 1.7438], [-0.2200, -1.7367, 3.0725], [-1.6417, -2.2917, 3.7264], [-0.8217, 0.2812, 3.1080], [-2.5672, -0.2055, 3.3980], [-3.8236, 0.3388, -0.0018], [-4.0852, -0.7833, 1.3920], [-4.1716, 0.9806, 1.4271], [-2.1707, 2.2599, 1.9630], [-0.5314, 1.7880, 1.6700], [-1.7041, 2.1024, 0.2942], [-2.2553, -3.5881, -0.9805], [-2.3447, -2.0999, -1.6910], [-3.3701, -2.2007, -0.3201], [-1.8647, -0.2846, -1.4629]], "forces_ev_per_angstrom": [[3.21, 0.76, 1.00], [0.16, 0.95, 2.56], [0.35, -1.09, 0.78], [0.71, 0.51, -1.20], [-1.08, 0.35, -1.83], [0.83, 3.84, 2.59], [0.26, -1.07, -3.29], [-1.56, -1.67, 0.27], [-0.02, -2.04, 0.63], [1.30, -2.99, 0.37], [0.50, 2.13, -0.06], [-0.81, 0.81, -1.06], [-0.82, -0.73, 0.99], [1.97, -0.95, -3.07], [0.36, 1.65, 1.54], [-0.54, -0.78, 2.07], [-2.16, 0.17, 0.04], [2.79, -0.55, 0.22], [3.24, -0.01, 0.84], [-4.45, -1.57, -2.87], [-2.07, 0.14, 2.11], [-2.19, 2.30, -2.32], [0.56, 1.15, -4.21], [-5.45, 6.25, -0.07], [-2.00, -4.78, 0.78], [1.17, -1.94, 0.38], [4.84, -1.35, 2.67], [0.02, -0.22, 0.03], [2.22, -1.40, 0.07], [-1.62, 2.00, -1.88], [2.56, -0.41, 1.37], [-0.81, -0.26, -1.72], [0.81, -1.92, 1.58], [-0.24, -0.53, 2.09], [-0.48, 0.25, 0.25], [0.49, 1.19, -0.78], [-1.36, 0.79, -0.49], [0.67, 1.52, -0.22], [-0.31, 1.06, 0.22], [-0.09, -0.23, 0.09], [-0.49, -0.65, -0.75], [-0.48, -0.91, -0.35], [-0.05, 0.20, 0.08], [0.40, -0.09, -0.47], [-0.58, 0.39, 0.40], [-0.33, 0.12, 0.26], [-0.03, 0.78, 0.06], [0.11, -0.71, -0.54], [0.32, -0.09, -0.11], [0.24, 0.06, 0.91], [-0.06, 0.14, 0.18], [0.20, -0.15, -0.38], [0.53, 0.25, 0.02], [-0.37, -0.23, 0.88], [0.33, 0.39, -0.16], [-0.36, -0.91, 0.01], [-0.34, 0.10, -0.49]], "total_charge": -3, "mol_weight_da": 656.53, "multiplicity": 2, "e_homo_ev": [0.582, 0.642], "energy_ev": -103956.6309, "lumo_ha": [0.2080, 0.2080], "gap_ev": [5.08, 5.02], "largest_force_ev_per_a": 8.29}



Entry 3:
{"formula": "CH4OS", "method": "the ωB97M-V functional and the def2-TZVPD basis", "symbols": ["S", "H", "H", "O", "C", "H", "H"], "xyz": [[-1.7363, -0.5543, 0.5102], [-2.4421, -1.6546, 0.5009], [-1.9729, -0.3464, -0.7865], [2.6049, 0.2911, -0.6272], [1.5303, 0.9859, -0.3398], [0.5140, 0.5652, -0.4581], [1.6608, 2.0601, -0.3634]], "forces_ev_per_angstrom": [[0.57, 1.16, 0.18], [-0.37, -1.12, 0.02], [-0.16, 0.13, -0.29], [-6.36, 3.53, 2.12], [6.41, -3.68, -3.29], [-0.06, -0.64, 0.60], [-0.02, 0.63, 0.66]], "total_charge": 1, "mol_weight_da": 64.11, "multiplicity": 2, "e_homo_ev": [-16.599, -14.380], "energy_ev": -13972.5440, "lumo_ha": [-0.2305, -0.3878], "gap_ev": [10.33, 3.83], "largest_force_ev_per_a": 8.09}



Entry 4:
{"formula": "C17H24N2O2S", "method": "the ωB97M-V functional and the def2-TZVPD basis", "symbols": ["C", "H", "H", "H", "C", "N", "S", "O", "O", "C", "C", "C", "C", "C", "C", "H", "H", "N", "C", "C", "C", "H", "C", "C", "C", "H", "H", "C", "H", "H", "H", "H", "H", "H", "H", "H", "H", "H", "C", "H", "H", "H", "C", "H", "H", "H"], "xyz": [[-3.3923, -2.5262, 0.6695], [-3.7360, -2.9115, 1.6257], [-2.3170, -2.6665, 0.5979], [-3.8693, -3.0952, -0.1252], [-3.7369, -1.0377, 0.5471], [-3.2014, -0.5719, -0.7285], [-3.0934, 1.0550, -1.1052], [-3.1131, 1.0979, -2.5407], [-4.0604, 1.8524, -0.3960], [-1.4557, 1.4638, -0.5318], [-0.4124, 0.6883, -0.9757], [0.8711, 1.0088, -0.5373], [1.0437, 2.1168, 0.3376], [-0.0251, 2.8927, 0.7699], [-1.2834, 2.5509, 0.3214], [-2.1579, 3.1091, 0.6137], [0.1258, 3.7335, 1.4299], [2.3741, 2.2127, 0.6124], [3.0534, 1.2206, -0.0545], [2.1684, 0.4601, -0.7676], [2.5074, -0.7250, -1.6086], [1.5814, -1.1601, -1.9861], [3.2849, -1.7920, -0.8317], [4.7387, -1.4173, -0.5418], [4.9286, -0.3393, 0.5251], [4.3540, -0.6031, 1.4155], [5.9848, -0.3177, 0.8045], [4.5290, 1.0665, 0.0629], [4.9109, 1.8028, 0.7743], [4.9971, 1.2651, -0.9061], [5.2174, -1.0927, -1.4689], [5.2590, -2.3175, -0.2043], [2.7682, -2.0008, 0.1075], [3.2857, -2.7119, -1.4214], [3.1025, -0.4101, -2.4715], [2.8009, 2.9082, 1.2010], [-0.6094, -0.1342, -1.6435], [-3.5858, -1.0635, -1.5213], [-3.0521, -0.2511, 1.6633], [-3.3262, 0.7970, 1.5953], [-3.3636, -0.6352, 2.6315], [-1.9715, -0.3394, 1.5782], [-5.2539, -0.8349, 0.6112], [-5.4825, 0.2178, 0.4689], [-5.6405, -1.1571, 1.5749], [-5.7472, -1.4084, -0.1716]], "forces_ev_per_angstrom": [[0.03, 0.39, -0.12], [-0.07, -0.04, 0.08], [0.13, -0.04, 0.01], [-0.07, -0.12, -0.10], [-0.17, -0.08, 0.69], [0.15, 0.68, -0.45], [0.04, -0.30, -0.21], [0.16, -0.18, -0.04], [0.33, -0.08, 0.13], [-0.62, -0.09, -0.12], [0.25, 0.02, 0.01], [-0.11, 0.41, 0.25], [-0.45, -0.22, -0.22], [-0.04, 0.00, -0.02], [-0.08, 0.16, 0.09], [-0.06, 0.12, 0.11], [-0.03, 0.09, 0.07], [0.13, 0.25, 0.19], [-0.07, -0.28, -0.30], [0.33, 0.10, 0.03], [0.05, -0.07, 0.25], [0.01, 0.00, -0.10], [0.11, -0.01, -0.31], [-0.18, -0.09, 0.29], [0.17, 0.07, -0.20], [0.03, 0.00, 0.08], [-0.01, 0.00, 0.06], [-0.01, -0.14, 0.18], [0.03, 0.04, -0.07], [0.05, 0.08, 0.03], [0.09, -0.03, -0.07], [0.05, 0.02, -0.07], [-0.05, -0.07, 0.02], [-0.02, -0.05, 0.04], [-0.06, -0.08, -0.11], [-0.04, -0.08, -0.06], [0.07, -0.17, -0.09], [-0.06, 0.05, -0.29], [-0.08, -0.18, -0.02], [0.01, 0.09, 0.18], [-0.04, -0.03, 0.09], [0.12, -0.02, 0.05], [0.20, 0.05, 0.00], [-0.11, 0.02, 0.04], [-0.07, -0.07, 0.11], [-0.08, -0.09, -0.08]], "mol_weight_da": 320.46, "e_homo_ev": -7.942, "energy_ev": -35929.8069, "lumo_ha": 0.0246, "smiles": "CC(C)(C)NS(=O)(=O)c1ccc2[nH]c3c(c2c1)CCCCC3", "gap_ev": 8.61, "largest_force_ev_per_a": 0.83}



Entry 5:
{"formula": "C4H6N2O", "method": "the ωB97M-V functional and the def2-TZVPD basis", "symbols": ["O", "C", "N", "C", "C", "C", "N", "H", "H", "H", "H", "H", "H"], "xyz": [[1.5480, 2.3838, 0.6681], [1.0223, 1.4768, 1.1125], [1.4267, -0.2465, -0.7650], [0.4012, -1.1074, -0.2253], [-0.8298, -0.2768, -0.2380], [-2.0078, 0.2018, 0.4447], [-0.9630, 0.9700, -0.3257], [2.3668, -0.6072, -0.7548], [0.5768, -1.2488, 0.8557], [0.2997, -2.1070, -0.6725], [1.1718, 0.1251, -1.6699], [-2.9929, 0.2251, -0.0053], [-1.9651, 0.2629, 1.5350]], "forces_ev_per_angstrom": [[-0.55, -0.82, 0.58], [0.94, 1.32, 0.04], [0.23, -0.18, -0.30], [-0.10, -0.05, -0.02], [0.17, 0.50, 0.23], [-0.48, -0.07, 0.19], [-0.09, -0.38, -0.29], [-0.06, -0.23, -0.11], [0.06, -0.06, -0.19], [-0.14, 0.23, -0.02], [0.19, -0.07, -0.01], [-0.03, -0.46, 0.05], [-0.14, 0.28, -0.16]], "mol_weight_da": 98.10, "e_homo_ev": -9.501, "energy_ev": -9270.0276, "lumo_ha": 0.0350, "gap_ev": 10.45, "largest_force_ev_per_a": 1.62}



Entry 6:
{"formula": "CH3NOS", "method": "the ωB97M-V functional and the def2-TZVPD basis", "symbols": ["C", "N", "O", "S", "H", "H", "H"], "xyz": [[2.3148, -0.0113, 0.1599], [0.0087, -0.4815, 0.3057], [2.4718, 1.0473, -0.2857], [-1.1077, 0.8438, -0.1568], [-0.0399, 1.5342, -0.6155], [0.2439, -0.6457, 1.2219], [0.1499, -1.3290, -0.1780]], "forces_ev_per_angstrom": [[1.32, 2.72, -1.14], [-1.72, 1.98, -1.75], [-0.60, -2.63, 1.09], [2.15, -2.14, 0.53], [-0.48, 0.37, -0.08], [-0.02, 0.29, 2.67], [-0.66, -0.58, -1.32]], "mol_weight_da": 77.11, "e_homo_ev": -9.569, "energy_ev": -15456.9015, "lumo_ha": 0.0232, "gap_ev": 10.20, "largest_force_ev_per_a": 3.23}



Entry 7:
{"formula": "C4H9N2O2", "method": "the ωB97M-V functional and the def2-TZVPD basis", "symbols": ["C", "C", "C", "C", "N", "N", "O", "O", "H", "H", "H", "H", "H", "H", "H", "H", "H"], "xyz": [[-0.4970, 0.5757, 0.2000], [0.0403, 1.7153, 0.4239], [2.7137, -1.3944, -0.0706], [-2.7258, -0.0240, -0.0863], [2.0826, -0.3578, 0.0661], [-1.3285, -0.3222, 0.0249], [2.4080, 0.9357, -0.3810], [-1.1252, -1.6481, -0.0842], [0.2017, 2.1737, 1.3849], [1.5041, 1.5788, -0.2012], [0.1312, 2.3613, -0.5028], [3.6049, -1.6206, -0.6494], [-0.2246, -1.8871, -0.0226], [2.1817, -2.3004, 0.3395], [-2.9900, 0.5494, 0.7380], [-3.1737, -0.9539, -0.2108], [-2.8035, 0.6188, -0.9685]], "forces_ev_per_angstrom": [[0.35, -0.69, 0.66], [-0.69, 2.28, -1.56], [1.19, -3.26, -0.90], [0.40, 1.34, -1.86], [-3.58, 4.37, 0.76], [1.17, -0.23, 0.34], [-1.31, -0.29, 0.36], [-1.91, -0.50, -0.43], [0.08, -0.15, 0.29], [3.68, -3.01, -0.39], [-0.09, -0.42, 1.05], [0.34, 0.53, 0.14], [2.32, 0.06, 0.19], [0.77, 0.95, -0.23], [-0.91, 0.62, 1.63], [-1.35, -1.27, -0.05], [-0.46, -0.35, 0.00]], "total_charge": 1, "mol_weight_da": 117.13, "e_homo_ev": -13.752, "energy_ev": -11354.7579, "lumo_ha": -0.1753, "gap_ev": 8.98, "largest_force_ev_per_a": 5.71}



Entry 8:
{"formula": "C5H12NO", "method": "the ωB97M-V functional and the def2-TZVPD basis", "symbols": ["C", "O", "C", "C", "C", "C", "N", "H", "H", "H", "H", "H", "H", "H", "H", "H", "H", "H", "H"], "xyz": [[-0.6058, -1.6788, -0.7088], [-1.6213, -1.0231, 0.0610], [0.8236, -1.2422, -0.5440], [1.0109, 0.2830, -0.8534], [1.3091, 1.0423, 0.4232], [0.3938, 1.5179, 1.1746], [-1.0369, 1.6213, 0.7767], [-0.8775, -1.4884, -1.7551], [-0.7787, -2.7318, -0.7057], [-1.7422, -1.6311, 0.7998], [1.4815, -1.6821, -1.3151], [1.2532, -1.4506, 0.4318], [0.0312, 0.6628, -1.1619], [1.6919, 0.4537, -1.6789], [2.2766, 0.8622, 0.8642], [0.4527, 1.6287, 2.2160], [-1.4653, 0.6858, 0.8346], [-1.5023, 2.3184, 1.3536], [-1.0945, 1.8520, -0.2126]], "forces_ev_per_angstrom": [[-0.42, 0.28, -2.36], [0.67, -0.16, 0.89], [1.09, 0.98, -0.41], [-1.14, 0.78, 0.55], [1.82, -2.37, -2.09], [-2.43, 0.72, 1.44], [0.77, -0.06, -0.34], [0.06, 0.42, 0.06], [0.29, -0.94, 0.77], [-0.45, 0.26, 0.21], [-0.63, -0.61, 0.54], [-0.03, -0.28, 0.14], [0.16, -0.17, -0.63], [0.24, 0.09, 0.17], [0.25, 0.32, 0.12], [0.53, 0.73, 1.16], [-0.30, -0.33, 0.01], [-0.21, -0.03, -0.17], [-0.27, 0.40, -0.04]], "total_charge": 1, "mol_weight_da": 102.16, "e_homo_ev": -14.837, "energy_ev": -8909.4412, "lumo_ha": -0.1195, "smiles": "[NH3+]/C=C\\CCCO", "gap_ev": 11.59, "largest_force_ev_per_a": 3.65}